C32H51CsFKN3NaO9P as an isolated structure at a distorted geometry. Source: the Open Molecules 2025 dataset; level of theory: the ωB97M-V functional and the def2-TZVPD basis.

The charge is +1. The value obtained for the HOMO-LUMO gap is 0.73 eV. Its lowest unoccupied orbital energy is -5.50 eV. Its HOMO energy is -6.22 eV.

```
100
Properties=species:S:1:pos:R:3:mulliken_charge:R:1
Cs -2.322 -2.205 1.068 1.297
K -6.472 1.259 9.598 -0.154
P 1.455 -0.244 0.614 1.310
Na -3.490 2.676 -2.517 0.936
F 3.076 0.179 0.996 -0.751
O -0.281 -2.271 -1.865 -0.599
O 1.861 0.344 -0.960 -0.705
O 5.631 -1.545 -7.987 -0.337
O 3.171 -0.724 -4.904 -0.673
O 7.116 -1.669 -6.578 -0.325
O -0.143 -0.643 0.011 1.616
O -5.033 -0.253 5.452 -0.615
O 5.648 -0.032 -6.379 -0.520
O -0.333 0.165 -4.793 -0.390
N 1.060 -0.467 2.336 -0.132
N -6.504 0.526 6.989 0.589
N 5.161 1.012 -3.067 -0.624
C 1.544 3.597 2.390 -0.763
C -0.104 3.756 0.686 -1.103
C 3.695 -1.984 -0.116 -0.629
C -1.422 0.138 2.855 0.223
C 3.671 1.027 -3.310 -0.443
C -2.671 0.412 -0.862 0.147
C -2.915 -0.539 2.829 -1.572
C -3.957 0.722 -1.228 -1.803
C -0.792 1.632 -4.980 -0.679
C 2.311 -2.813 1.736 -1.491
C 2.207 -2.000 0.408 0.651
C 3.995 -3.386 -0.777 -0.517
C -3.644 -0.588 -3.263 -0.561
C 0.560 1.310 -2.726 -0.588
C 0.553 1.143 -4.304 0.044
C 1.074 1.606 1.020 1.217
C -1.734 -0.426 -1.725 -0.082
C 5.122 -3.324 -1.851 -1.207
C -0.198 -0.930 2.760 -1.319
C 1.878 -0.951 -2.892 -1.825
C 0.608 4.394 1.689 -0.785
C 0.986 -0.006 -2.049 0.479
C 0.131 2.403 0.373 0.327
C -7.750 0.350 6.195 -0.927
C -4.476 0.227 -2.493 -0.619
C -0.206 -0.864 -1.411 0.124
C 1.771 2.263 2.072 -1.270
C 6.104 -1.023 -6.947 0.876
C 3.210 -0.436 -3.482 -0.171
C -2.307 -0.903 -2.895 -0.724
C -5.297 0.698 6.162 0.187
C -4.462 1.913 6.353 -0.914
H -0.859 4.315 0.115 0.253
H 5.327 1.545 -2.215 0.248
H 0.468 5.449 1.940 0.381
H 4.409 -1.921 0.718 0.713
H -2.309 0.845 0.122 0.780
H 1.253 -1.324 -3.730 0.762
H -0.500 -2.810 -1.080 0.517
H 4.355 -4.070 0.016 0.557
H 4.632 -3.175 -2.833 0.233
H -3.675 1.929 5.602 0.189
H -8.565 0.189 6.906 0.342
H 4.032 -1.069 -3.107 -0.048
H -0.497 1.982 -0.418 0.061
H -6.341 -0.424 7.465 0.323
H -5.064 2.812 6.252 0.336
H -0.086 -1.284 3.807 0.135
H -4.012 -0.985 -4.215 0.454
H -6.586 1.278 7.690 0.083
H 1.659 -2.650 -0.298 -0.099
H -4.595 1.348 -0.592 0.640
H -3.489 -0.166 3.693 -0.577
H 2.887 -2.278 2.507 0.282
H 5.657 -4.283 -1.954 0.395
H 5.597 1.578 -3.792 0.288
H -1.356 0.605 3.851 0.533
H 1.809 -0.390 2.997 0.326
H -0.460 1.661 -2.518 0.031
H 3.545 1.636 -4.228 0.556
H 3.820 -0.149 -5.338 0.503
H 1.322 -3.135 2.121 0.204
H 2.101 -1.868 -2.324 0.749
H 2.089 4.082 3.207 0.388
H -1.377 0.961 2.128 -0.142
H -0.960 1.446 -6.047 0.467
H -5.478 0.449 -2.870 0.479
H 2.864 -3.760 1.580 0.457
H 3.861 -1.237 -0.900 -0.141
H -1.670 1.523 -4.316 -0.158
H -3.525 -0.235 1.883 0.511
H 2.509 1.764 2.700 0.303
H -0.607 -1.867 2.237 0.214
H -1.755 -1.546 -3.584 0.390
H 3.237 1.610 -2.490 0.170
H -2.838 -1.694 2.903 1.066
H 5.807 -2.484 -1.669 0.302
H -7.925 1.254 5.618 0.332
H -7.636 -0.518 5.554 0.262
H 1.487 1.341 -4.857 0.459
H 3.105 -3.842 -1.243 0.265
H 1.255 2.146 -2.587 0.787
H -4.003 1.889 7.361 0.236
```